No. 1
ORCA calculation (the ωB97M-V functional and the def2-TZVPD basis) on a single C2H5NO molecule.

ΔE to the lowest compared entry with this formula, charge and spin = 4.445 eV
Total charge = 0

XYZ file:
```
9
C2H5NO the ωB97M-V functional and the def2-TZVPD basis
C 0.123 0.201 0.217
N -0.748 -0.667 -0.627
C 1.350 0.085 -0.262
O -0.604 0.836 1.205
H 0.011 1.378 1.712
H -1.458 -0.168 -1.165
H -1.178 -1.451 -0.134
H 2.185 0.624 0.183
H 0.317 -0.838 -1.129
```

Per-atom natural (NBO) charges, elementary charge units:
1 C 0.28
2 N -0.82
3 C -0.66
4 O -0.71
5 H 0.49
6 H 0.40
7 H 0.40
8 H 0.18
9 H 0.45



No. 2
ORCA calculation (the ωB97M-V functional and the def2-TZVPD basis) on a single C3H2N2O3 molecule in a non-equilibrium geometry.

ΔE to the lowest compared entry with this formula, charge and spin = 3.534 eV
Total charge = 0

XYZ file:
```
10
C3H2N2O3 the ωB97M-V functional and the def2-TZVPD basis
O -0.889 -2.748 -0.015
C -0.619 -1.576 0.011
C -0.041 -0.825 -1.122
N 0.289 0.365 -0.736
C -0.090 0.442 0.691
N 0.113 1.443 1.396
O 0.639 2.544 0.792
O -0.688 -0.719 1.131
H 0.261 -1.192 -2.074
H 1.024 2.266 -0.074
```

Per-atom natural (NBO) charges, elementary charge units:
1 O -0.49
2 C 0.70
3 C 0.01
4 N -0.40
5 C 0.51
6 N -0.09
7 O -0.51
8 O -0.44
9 H 0.23
10 H 0.47



No. 3
ORCA calculation (the ωB97M-V functional and the def2-TZVPD basis) on 4 unconnected molecules or ions with the total composition C18H36ClFN4O3S3.

Total charge = 0

XYZ file:
```
66
C18H36ClFN4O3S3 the ωB97M-V functional and the def2-TZVPD basis
C -1.527 -0.776 0.997
C -0.283 -1.652 1.151
C 0.823 -1.221 0.164
Cl 1.281 -2.608 -0.893
C 2.085 -0.610 0.843
C 1.556 0.429 1.737
N 1.126 1.174 2.498
C 2.809 -1.671 1.699
N 4.048 -1.178 2.299
C 3.938 -0.727 3.691
C 3.035 0.057 -0.214
F 2.257 0.507 -1.281
C 3.959 -0.976 -0.755
N 4.704 -1.773 -1.114
C 3.927 1.218 0.283
C 3.322 2.622 0.199
C 3.276 3.414 1.474
N 2.980 3.189 -0.884
H -1.827 -0.775 -0.051
H -1.319 0.247 1.294
H -2.344 -1.174 1.589
H -0.563 -2.674 0.909
H 0.061 -1.643 2.182
H 0.392 -0.494 -0.513
H 2.120 -2.015 2.472
H 3.038 -2.529 1.077
H 4.745 -1.904 2.246
H 4.279 -1.484 4.399
H 4.541 0.167 3.857
H 2.915 -0.467 3.946
H 4.810 1.224 -0.355
H 4.274 1.020 1.290
H 3.054 2.805 2.340
H 4.274 3.840 1.625
H 2.586 4.244 1.373
H 3.116 2.568 -1.680
C -2.999 3.511 2.948
S -3.861 2.036 3.505
O -2.924 0.900 3.316
C -5.009 1.971 2.124
H -2.188 3.704 3.648
H -2.595 3.339 1.951
H -3.690 4.355 2.944
H -4.456 1.913 1.188
H -5.650 2.854 2.146
H -5.613 1.074 2.241
C -7.522 0.765 -0.942
S -6.246 -0.435 -0.538
O -4.942 0.262 -0.680
C -6.456 -1.440 -2.011
H -7.531 1.517 -0.156
H -7.291 1.233 -1.899
H -8.490 0.266 -0.981
H -6.301 -0.822 -2.895
H -7.455 -1.875 -2.013
H -5.710 -2.231 -1.979
C 2.842 -3.221 -6.143
S 1.753 -2.866 -4.756
O 0.483 -2.348 -5.329
C 2.678 -1.445 -4.175
H 2.415 -4.055 -6.695
H 2.905 -2.344 -6.787
H 3.828 -3.495 -5.767
H 2.744 -0.709 -4.976
H 3.671 -1.763 -3.855
H 2.140 -1.028 -3.330
```

Per-atom natural (NBO) charges, elementary charge units:
1 C -0.60
2 C -0.43
3 C -0.14
4 Cl -0.06
5 C -0.23
6 C 0.31
7 N -0.30
8 C -0.22
9 N -0.65
10 C -0.42
11 C 0.31
12 F -0.35
13 C 0.27
14 N -0.30
15 C -0.51
16 C 0.31
17 C -0.67
18 N -0.60
19 H 0.20
20 H 0.22
21 H 0.23
22 H 0.23
23 H 0.21
24 H 0.24
25 H 0.20
26 H 0.24
27 H 0.38
28 H 0.19
29 H 0.20
30 H 0.21
31 H 0.25
32 H 0.26
33 H 0.23
34 H 0.22
35 H 0.24
36 H 0.33
37 C -0.83
38 S 1.25
39 O -0.99
40 C -0.84
41 H 0.24
42 H 0.24
43 H 0.22
44 H 0.26
45 H 0.22
46 H 0.23
47 C -0.83
48 S 1.25
49 O -0.99
50 C -0.83
51 H 0.24
52 H 0.23
53 H 0.23
54 H 0.23
55 H 0.23
56 H 0.24
57 C -0.83
58 S 1.26
59 O -0.99
60 C -0.84
61 H 0.24
62 H 0.23
63 H 0.23
64 H 0.23
65 H 0.23
66 H 0.25



No. 4
ORCA calculation (the ωB97M-V functional and the def2-TZVPD basis) on a molecular structure, C5H13NO in a non-equilibrium geometry.

ΔE to the lowest compared entry with this formula, charge and spin = 3.085 eV
Total charge = 0

XYZ file:
```
20
C5H13NO the ωB97M-V functional and the def2-TZVPD basis
C -1.529 -0.654 0.640
O -0.238 -1.140 0.501
C -2.096 -0.025 -0.638
C -1.174 1.041 -1.231
H -1.626 0.059 1.476
H -2.160 -1.517 0.891
H -3.066 0.436 -0.408
H -2.311 -0.831 -1.347
H -0.723 1.632 -0.436
H -1.718 1.665 -1.938
H -0.337 0.540 -1.713
C 2.390 0.385 1.290
C 1.351 -1.006 -0.360
N 1.895 0.159 -0.072
H 1.724 1.068 1.809
H 3.394 0.796 1.236
H 2.348 -0.570 1.807
H 1.651 -1.863 0.221
H 0.762 -1.144 -1.243
H 1.464 0.968 -0.484
```

Per-atom natural (NBO) charges, elementary charge units:
1 C -0.03
2 O -0.82
3 C -0.42
4 C -0.60
5 H 0.13
6 H 0.16
7 H 0.19
8 H 0.19
9 H 0.19
10 H 0.21
11 H 0.18
12 C -0.41
13 C 0.13
14 N -0.57
15 H 0.20
16 H 0.20
17 H 0.21
18 H 0.22
19 H 0.23
20 H 0.39



No. 5
ORCA calculation (the ωB97M-V functional and the def2-TZVPD basis) on 2 unconnected molecules or ions with the total composition C26H30N4O5 in a non-equilibrium geometry.

ΔE to the lowest compared entry with this formula, charge and spin = 1.004 eV
Total charge = 0

XYZ file:
```
65
C26H30N4O5 the ωB97M-V functional and the def2-TZVPD basis
C 0.296 -5.145 -1.095
N 1.563 -4.505 -0.741
C 2.094 -3.293 -0.975
O 3.214 -3.135 -0.511
C 1.414 -2.101 -1.721
C 0.040 -2.378 -2.362
C -0.754 -1.201 -2.844
C -0.583 -0.517 -4.000
N -1.518 0.498 -4.080
C -2.338 0.524 -2.970
C -3.399 1.351 -2.574
C -4.040 1.102 -1.347
C -3.610 0.038 -0.533
C -2.532 -0.775 -0.932
C -1.871 -0.554 -2.161
N 2.269 -1.563 -2.795
C 3.425 -0.896 -2.762
C 4.079 -0.473 -1.463
O 3.968 -0.626 -3.824
H 0.343 -6.202 -0.831
H -0.526 -4.695 -0.535
H 0.112 -5.076 -2.167
H 2.203 -5.082 -0.215
H 1.269 -1.330 -0.964
H -0.594 -2.834 -1.610
H 0.159 -3.080 -3.189
H 0.175 -0.733 -4.744
H -1.581 1.131 -4.865
H -3.725 2.161 -3.208
H -4.869 1.722 -1.033
H -4.112 -0.156 0.406
H -2.204 -1.580 -0.293
H 1.975 -1.769 -3.733
H 4.760 -1.256 -1.137
H 4.643 0.439 -1.642
H 3.329 -0.287 -0.697
O 2.556 2.156 -2.014
C 1.698 2.567 -1.260
O 1.852 3.667 -0.493
C 0.356 1.849 -1.269
C -0.487 2.074 0.006
C 0.091 1.455 1.288
O 1.114 0.784 1.207
N -0.568 1.655 2.503
C -1.875 2.313 2.584
C -2.315 2.174 4.044
C -1.090 1.640 4.707
C -0.900 1.452 6.079
C 0.317 0.937 6.536
C 1.325 0.613 5.620
C 1.116 0.807 4.247
C -0.101 1.327 3.782
H 2.773 3.936 -0.638
H 0.540 0.782 -1.405
H -0.202 2.210 -2.134
H -1.475 1.648 -0.158
H -0.614 3.148 0.165
H -1.789 3.372 2.318
H -2.609 1.837 1.925
H -3.144 1.467 4.141
H -2.614 3.139 4.466
H -1.687 1.705 6.783
H 0.481 0.786 7.599
H 2.272 0.212 5.969
H 1.908 0.561 3.546
```

Per-atom natural (NBO) charges, elementary charge units:
1 C -0.41
2 N -0.61
3 C 0.66
4 O -0.63
5 C -0.11
6 C -0.42
7 C -0.13
8 C 0.00
9 N -0.53
10 C 0.11
11 C -0.24
12 C -0.22
13 C -0.26
14 C -0.21
15 C -0.02
16 N -0.62
17 C 0.70
18 C -0.70
19 O -0.64
20 H 0.22
21 H 0.19
22 H 0.20
23 H 0.41
24 H 0.24
25 H 0.22
26 H 0.21
27 H 0.22
28 H 0.41
29 H 0.22
30 H 0.22
31 H 0.22
32 H 0.21
33 H 0.39
34 H 0.25
35 H 0.24
36 H 0.22
37 O -0.60
38 C 0.80
39 O -0.68
40 C -0.50
41 C -0.51
42 C 0.70
43 O -0.62
44 N -0.45
45 C -0.21
46 C -0.42
47 C -0.07
48 C -0.19
49 C -0.23
50 C -0.21
51 C -0.24
52 C 0.22
53 H 0.50
54 H 0.25
55 H 0.24
56 H 0.25
57 H 0.23
58 H 0.20
59 H 0.21
60 H 0.22
61 H 0.22
62 H 0.21
63 H 0.21
64 H 0.22
65 H 0.24



Calculated energy (a.u.), listed in the same order as above: -209.05898 -450.67341 -2906.68083 -328.20547 -1604.05930
Calculated frontier orbital gap (eV), listed in the same order as above: 8.59 8.84 9.25 9.03 8.65
Calculated lowest unoccupied orbital energy (eV), listed in the same order as above: 0.6 -1.4 0.6 0.9 0.5